[1]
Density functional theory data (wB97M-V/def2-TZVPD) for a molecular structure, C38H51BrCsN10O2.

Each line ends with the Mulliken charge.
Geometry (Å):
Cs 0.046 -0.443 0.386  1.492
O -0.209 -2.731 3.928  0.057
C -1.121 -3.741 3.912  1.094
C -1.226 -4.611 4.994  -0.846
C -2.153 -5.644 4.993  -0.508
C -2.993 -5.811 3.905  -0.743
C -2.877 -4.935 2.832  -0.726
C -1.948 -3.903 2.794  0.057
C -1.875 -3.026 1.535  -0.279
O -1.523 -1.773 1.664  -0.910
N -0.911 -3.859 0.604  -0.328
N -0.486 -3.259 -0.513  0.136
C -0.451 -3.904 -1.615  -0.894
C 0.083 -3.310 -2.852  0.845
Br 1.042 -1.704 -2.601  -0.119
C -0.101 -3.904 -4.032  -0.765
C 0.277 -3.579 -5.422  0.916
C 0.861 -2.389 -5.863  -0.290
C 1.152 -2.198 -7.207  -0.714
C 0.871 -3.180 -8.146  -0.417
C 0.287 -4.366 -7.724  -0.553
C -0.003 -4.555 -6.383  -0.597
H 0.409 -2.888 4.650  0.169
H -0.567 -4.471 5.846  0.342
H -2.216 -6.307 5.847  0.360
H -3.730 -6.604 3.891  0.378
H -3.539 -5.043 1.977  0.348
H -2.856 -3.176 1.024  0.135
H -1.284 -4.798 0.445  0.348
H -0.828 -4.928 -1.689  0.183
H -0.659 -4.834 -3.951  0.169
H 1.092 -1.607 -5.157  0.355
H 1.607 -1.265 -7.519  0.395
H 1.105 -3.024 -9.191  0.365
H 0.056 -5.146 -8.439  0.357
H -0.461 -5.484 -6.062  0.322
C 0.407 5.827 1.636  -0.884
N -0.803 5.044 1.746  0.050
C -1.576 5.259 2.958  -0.536
C -2.571 4.115 2.915  -0.765
N -1.804 3.094 2.241  0.749
C -2.487 1.897 1.801  -1.406
C -0.869 3.689 1.382  -0.273
N -0.286 3.013 0.486  0.039
C 0.702 3.517 -0.445  -0.764
C 1.146 2.391 -1.375  -0.505
N 0.058 1.909 -2.205  -0.018
C -0.058 2.134 -3.443  0.257
N -1.146 1.649 -4.185  -0.060
C -1.934 0.566 -3.640  -0.708
C -0.768 1.588 -5.579  -0.274
C 0.202 2.755 -5.682  -0.788
N 0.773 2.807 -4.348  0.126
C 1.523 3.992 -3.982  -0.987
H 0.156 6.880 1.774  0.330
H 0.860 5.718 0.659  0.341
H 1.148 5.553 2.400  0.245
H -2.046 6.243 2.955  0.403
H -0.936 5.181 3.847  0.165
H -3.471 4.389 2.343  0.308
H -2.881 3.789 3.909  0.374
H -2.863 1.346 2.664  0.353
H -1.788 1.268 1.264  0.071
H -3.325 2.131 1.131  0.305
H 1.601 3.883 0.065  0.514
H 0.297 4.346 -1.045  0.517
H 1.447 1.565 -0.729  -0.647
H 2.041 2.695 -1.926  0.492
H -2.139 0.767 -2.591  0.271
H -1.417 -0.397 -3.708  0.196
H -2.877 0.502 -4.186  0.292
H -1.634 1.704 -6.232  0.410
H -0.277 0.635 -5.826  -0.038
H -0.328 3.688 -5.919  0.410
H 0.969 2.594 -6.440  0.361
H 1.413 4.734 -4.777  0.433
H 2.589 3.796 -3.848  0.260
H 1.138 4.434 -3.064  0.240
C 4.605 -1.874 2.884  -1.795
C 3.288 -1.408 2.216  1.981
C 2.380 -2.636 2.040  -0.726
C 3.414 -0.646 0.913  -1.264
H 4.452 -2.357 3.864  0.342
H 5.276 -1.022 3.017  0.416
H 5.111 -2.590 2.226  0.297
H 2.808 -0.744 2.956  -0.490
H 2.717 -3.217 1.175  0.284
H 1.345 -2.338 1.872  -0.318
H 2.386 -3.294 2.919  0.268
H 3.897 -1.238 0.121  -0.001
H 3.885 0.340 1.022  0.085
N -1.391 3.464 7.733  -0.548
C -0.877 3.046 6.795  -0.133
C -0.236 2.514 5.604  0.728
C 0.757 3.245 4.969  -0.391
C 1.319 2.710 3.819  -0.744
N 0.947 1.546 3.300  0.050
C -0.005 0.860 3.920  -0.561
C -0.624 1.291 5.089  -0.689
H 1.083 4.199 5.360  0.493
H 2.105 3.241 3.292  0.506
H -0.302 -0.083 3.471  0.660
H -1.398 0.698 5.557  0.556

Calculated values
Orbital gap in eV: 3.384
Total charge: -1
Relative energy (zero: lowest compared OMol25 entry of this formula, charge and spin) in kJ/mol: 209.5
E in Ha: -4770.6697
Strongest force on any atom in eV/Å: 2.4
HOMO level in eV: -1.41
E_LUMO in eV: 1.97



[2]
Density functional theory data (wB97M-V/def2-TZVPD) for a molecular structure, C5H9ClOS.

Each line ends with the Mulliken charge.
Geometry (Å):
C -2.103 1.647 -0.192  -0.915
C -0.790 0.999 0.012  -0.418
C -0.693 -0.352 -0.089  0.433
C 0.527 -1.248 0.319  0.288
C 1.764 -0.708 0.684  -1.149
H -2.218 1.972 -1.413  0.204
H -1.978 2.600 0.680  0.234
H -3.047 0.869 0.031  0.291
H 0.031 1.461 0.549  0.329
H 0.230 -1.713 1.328  0.233
H 1.616 -1.701 -1.116  0.436
H 1.736 0.008 1.673  0.358
H 2.453 -1.636 0.844  0.462
H 1.201 0.733 -1.678  0.199
O 0.723 -2.189 -0.681  -0.531
S 2.649 0.492 -0.577  -0.227
Cl -2.102 -1.235 -0.373  -0.226

Calculated values
Orbital gap in eV: 8.801
Total charge: 0
Relative energy (zero: lowest compared OMol25 entry of this formula, charge and spin) in kJ/mol: 450.7
E in Ha: -1129.3348
Strongest force on any atom in eV/Å: 7.0
HOMO level in eV: -9.11
E_LUMO in eV: -0.31



[3]
Density functional theory data (wB97M-V/def2-TZVPD) for a molecular structure, C28H31N5O2SbSe4W.

Each line ends with the Mulliken spin population.
Geometry (Å):
W -0.195 -0.237 0.284  1.262
C -0.389 3.566 -0.377  -0.002
N -1.506 2.622 -0.368  0.049
C -2.065 2.551 -1.710  0.002
C -2.891 1.322 -2.080  0.007
C -2.181 0.005 -2.381  0.024
N -1.587 -0.806 -1.297  0.093
C -1.679 -2.091 -1.490  0.032
C -1.487 -3.179 -0.565  0.046
C -1.739 -4.473 -1.068  -0.001
C -1.638 -5.576 -0.266  0.000
C -1.267 -5.405 1.077  0.012
C -1.007 -4.164 1.600  0.000
C -1.101 -3.018 0.783  0.044
O -0.842 -1.844 1.322  -0.013
C -2.452 3.103 0.637  0.009
C -3.628 2.204 0.997  0.005
C -3.234 0.749 1.307  -0.004
N -1.825 0.604 1.621  0.111
C -1.448 0.596 2.840  -0.059
C -0.094 0.319 3.229  0.253
C 0.225 -0.179 4.510  -0.070
C 1.450 -0.715 4.794  0.096
C 2.464 -0.732 3.803  -0.048
C 2.255 -0.152 2.582  0.080
C 0.984 0.404 2.291  -0.069
O 0.842 1.180 1.190  0.037
H -0.735 4.586 -0.615  -0.001
H 0.348 3.257 -1.111  0.001
H 0.082 3.578 0.605  0.003
H -1.224 2.592 -2.405  -0.001
H -2.684 3.448 -1.899  0.004
H -3.350 1.576 -3.042  0.000
H -3.720 1.157 -1.393  -0.006
H -1.423 0.199 -3.142  0.002
H -2.936 -0.636 -2.843  -0.004
H -2.018 -2.437 -2.472  0.003
H -1.997 -4.586 -2.115  0.000
H -1.810 -6.566 -0.665  0.000
H -1.157 -6.279 1.707  0.000
H -0.681 -4.027 2.622  0.001
H -2.842 4.090 0.331  0.004
H -1.870 3.264 1.547  -0.002
H -4.395 2.229 0.222  -0.001
H -4.082 2.649 1.886  -0.001
H -3.437 0.110 0.448  -0.001
H -3.837 0.361 2.135  0.004
H -2.212 0.683 3.620  0.002
H -0.550 -0.187 5.271  0.000
H 1.650 -1.125 5.775  0.010
H 3.417 -1.196 4.021  -0.003
H 3.031 -0.082 1.832  0.021
Se 2.862 -2.891 -4.083  0.012
Sb 3.398 -3.266 -1.703  0.003
Se 1.449 -1.616 -0.632  0.051
Se 2.449 -5.240 -0.699  -0.011
Se 5.190 -2.035 -0.672  -0.015
N 2.540 0.304 -3.176  0.004
C 1.255 0.495 -2.831  0.006
N 1.082 1.302 -1.807  0.022
C 2.380 1.702 -1.471  0.015
C 2.856 2.561 -0.473  -0.017
C 4.221 2.702 -0.340  0.002
C 5.124 1.994 -1.154  -0.001
C 4.677 1.154 -2.147  0.001
C 3.297 1.056 -2.306  -0.007
H 2.868 -0.521 -3.686  -0.002
H 0.488 -0.076 -3.325  0.003
H 2.182 3.075 0.192  -0.001
H 4.614 3.355 0.431  0.000
H 6.187 2.084 -0.971  0.000
H 5.351 0.550 -2.737  0.000

Calculated values
Orbital gap (alpha / beta) in eV: 5.407 / 5.859
Total charge: -1
Relative energy (zero: lowest compared OMol25 entry of this formula, charge and spin) in kJ/mol: 121.3
E in Ha: -11423.0182
Spin multiplicity: 3
Strongest force on any atom in eV/Å: 1.8
HOMO level (alpha / beta) in eV: -3.79 / -4.17
E_LUMO (alpha / beta) in eV: 1.61 / 1.69



[4]
Density functional theory data (wB97M-V/def2-TZVPD) for C4H5BrN2 in the gas phase.

Each line ends with the Mulliken charge.
Geometry (Å):
C 0.116 1.103 -1.147  -0.837
C 1.341 0.555 -0.917  -0.065
N 1.562 0.016 0.330  -0.478
C 0.743 -0.621 1.010  -0.209
C -0.713 -0.847 0.984  0.134
N -1.563 -0.082 0.528  -0.451
Br -3.287 -0.373 -0.003  -0.034
H -0.613 1.025 -0.362  0.485
H 0.017 1.500 -2.079  0.310
H 2.224 0.629 -1.537  0.374
H 1.186 -1.092 1.848  0.362
H -1.012 -1.813 1.344  0.409

Calculated values
Orbital gap in eV: 8.697
Total charge: 0
Relative energy (zero: lowest compared OMol25 entry of this formula, charge and spin) in kJ/mol: 353.2
E in Ha: -2838.7989
Strongest force on any atom in eV/Å: 3.5
HOMO level in eV: -9.05
E_LUMO in eV: -0.36